C14H26AlNO5PS3 | ωB97M-V/def2-TZVPD

Cartesian coordinates (Å):
C  -0.3440  -4.0560  1.9300
C  -1.5832  -3.9792  0.8102
O  -1.5724  -4.8405  -0.2194
O  -2.6235  -2.9717  1.0804
C  -3.3597  -2.5902  -0.1378
C  -4.0613  -1.1147  0.0577
C  -2.9856  0.1496  -0.1184
P  -4.1157  1.4617  -1.0002
S  -3.0993  2.8890  -1.8723
O  -1.8258  -0.2140  -0.9792
Al  -0.3328  -0.6682  0.1401
O  -1.1101  -0.1986  1.8018
C  -2.2922  0.5964  1.3304
C  -2.0053  2.1896  1.6082
C  -0.7651  2.8204  0.7356
C  0.6412  2.9989  1.5677
S  2.0740  2.8121  0.3757
C  3.1627  1.3473  0.7820
S  3.1163  0.7825  2.4214
N  4.0579  0.5763  -0.1519
C  4.8239  1.4419  -1.1186
C  5.1023  0.6436  -2.5572
O  3.8706  0.2300  -3.2470
C  2.8430  -0.2623  -2.3168
C  3.3805  -0.6045  -0.8044
H  -0.4543  -5.0682  2.5278
H  0.6406  -4.1418  1.3010
H  -0.3336  -3.0991  2.6234
H  -4.2478  -3.3738  -0.2719
H  -2.7217  -2.6717  -1.1296
H  -4.5805  -1.0760  1.1087
H  -4.8683  -1.0010  -0.8126
H  -5.0757  2.0133  -0.0349
H  -4.8447  0.7826  -2.0793
H  0.3305  -2.0925  -0.0445
H  0.7802  0.3390  -0.3789
H  -3.2017  0.3865  2.0667
H  -1.7283  2.3298  2.7608
H  -3.0228  2.7959  1.4624
H  -0.6622  2.2183  -0.2699
H  -1.1106  3.9157  0.4168
H  0.6166  2.2303  2.4499
H  0.6406  4.1088  2.0050
H  5.8973  1.6274  -0.6501
H  4.3184  2.4563  -1.4045
H  5.6281  1.4463  -3.2646
H  5.9038  -0.2241  -2.4350
H  2.4141  -1.2642  -2.7807
H  1.9152  0.4843  -2.2358
H  2.5510  -1.1171  -0.1176
H  4.2195  -1.4443  -0.9306

- Net charge: -1
- Frontier orbital gap: 7.733 eV
- LUMO energy: 2.27 eV
- Calculated total energy: -75053.7255 eV


C10H24ClO3P2Ti | ωB97M-V/def2-TZVPD

Cartesian coordinates (Å):
C  -1.8599  -1.3886  -1.6299
C  -2.3606  -0.7352  -0.3827
H  -2.6741  -2.0270  -1.9991
H  -0.9713  -2.0260  -1.4779
H  -1.6315  -0.6475  -2.4146
O  -3.5415  -0.6998  -0.0460
Cl  2.4757  -0.2472  -1.5611
Ti  0.7386  0.0573  -0.2281
P  0.6878  -2.1890  1.0171
C  0.2080  -2.0119  2.7697
C  -0.1916  -3.6905  0.4766
H  -0.1042  -4.4740  1.2423
H  2.4711  -3.6510  1.7802
H  0.2554  -4.0482  -0.4602
H  2.7890  -2.9980  0.1371
H  -0.7620  -1.5040  2.8425
H  -1.2513  -3.4746  0.3015
C  2.4162  -2.7604  1.1403
H  0.1498  -3.0044  3.2385
H  3.0436  -1.9660  1.5632
H  0.9544  -1.3971  3.2900
P  -0.4467  2.0325  -1.3596
C  -1.0997  3.1796  -0.1085
C  0.8535  3.0290  -2.1701
H  -1.3740  1.4346  -3.5114
H  -2.0278  2.9993  -2.9275
H  -2.6423  1.4562  -2.2511
C  -1.7538  1.9751  -2.6326
H  1.3231  2.4395  -2.9682
H  0.4106  3.9423  -2.5920
H  -1.5331  4.0583  -0.6011
H  -0.2868  3.4913  0.5572
H  1.6276  3.2997  -1.4400
H  -1.8618  2.6787  0.4975
C  -1.3771  -0.0472  0.5355
O  -1.5585  0.4650  1.6244
C  2.2109  1.7199  1.9879
O  1.4173  0.9877  1.0781
H  1.7588  2.7002  2.1827
H  3.2095  1.8705  1.5670
H  2.3086  1.1707  2.9323

- ΔE to the lowest compared entry with this formula, charge and spin: 1.382 eV
- Net charge: +3
- Frontier orbital gap (alpha / beta): 5.675 / 5.676 eV
- LUMO energy (alpha / beta): -15.73 / -15.73 eV
- Calculated total energy: -71085.9609 eV


Question: Which of these has the lowest net charge?
Answer: C14H26AlNO5PS3